1.
The following is a DFT calculation (ωB97M-V/def2-TZVPD) of a cluster of 2 separate species, C4H12 in total in a non-equilibrium geometry.

Last column: Löwdin charge in e.
Atoms and positions in Å:
1 H -0.689523 2.202383 -2.540585  0.084
2 H 0.534435 -0.133903 3.550279  0.046
3 H 1.872405 -1.012012 1.664370  0.065
4 C -0.180636 1.199851 -2.750455  -0.201
5 H -0.640241 0.405187 2.361853  0.080
6 H -1.669056 0.066929 -1.828069  0.069
7 H 0.019533 -0.601116 -1.820548  0.081
8 C -0.016213 -0.460218 2.697708  -0.188
9 C 0.782812 -1.131855 1.638125  -0.177
10 C -0.617865 0.308779 -1.605699  -0.200
11 H -0.346858 0.778842 -3.752156  0.076
12 H -0.670219 -1.071551 3.308585  0.058
13 H 0.458476 -0.655640 0.684631  0.031
14 H 0.765132 1.540376 -2.410300  0.041
15 H 0.725829 -2.229734 1.467499  0.076
16 H -0.328010 0.793681 -0.665239  0.059

Cartesian forces (eV/Å) of the 6 atoms listed first:
-0.12 -1.15 -1.22
1.20 0.87 0.27
-0.19 0.54 0.40
-1.50 2.57 1.57
0.65 -0.74 0.05
0.25 -0.11 1.15

Calculated values
energy relative to the best compared isomer or geometry (same formula, charge and spin) = 1.189 eV
charge = 0
lowest unoccupied orbital energy = 1.10 eV
maximum force = 0.06542 Eh/bohr
orbital gap = 12.239 eV

2.
The following is a DFT calculation (ωB97M-V/def2-TZVPD) of a cluster of 2 separate species, C4H12 in total in a non-equilibrium geometry.

Last column: Löwdin charge in e.
Atoms and positions in Å:
1 C -1.780077 0.532015 0.406799  -0.168
2 H -2.093949 1.534755 -0.050713  0.092
3 H 3.481241 -0.064769 0.384055  0.090
4 H 0.773546 0.381179 -1.060886  0.040
5 C 1.634585 0.661235 -0.496869  -0.218
6 H -3.445775 -0.700237 -0.184335  0.032
7 H -0.685502 0.581058 0.088062  0.027
8 H 2.847515 -1.264899 -0.616454  0.071
9 H -2.133098 -1.273893 -0.866945  0.052
10 H -2.418342 -1.561178 0.741725  0.073
11 H -1.758692 0.578303 1.523865  0.076
12 C -2.430669 -0.750302 0.008375  -0.187
13 H 2.331595 1.352221 -1.129802  0.105
14 H 1.849719 -0.890856 0.953479  0.078
15 H 1.399012 1.357748 0.226079  0.029
16 C 2.428898 -0.472387 0.073561  -0.192

Cartesian forces (eV/Å) of the 6 atoms listed first:
2.45 1.72 0.13
-0.49 -1.64 0.72
-2.04 -0.48 0.28
-0.42 -0.16 -0.48
2.87 0.91 -2.81
-2.40 0.80 -0.16

Calculated values
energy relative to the best compared isomer or geometry (same formula, charge and spin) = 1.209 eV
charge = 0
lowest unoccupied orbital energy = 1.12 eV
maximum force = 0.08020 Eh/bohr
orbital gap = 12.183 eV

3.
The following is a DFT calculation (ωB97M-V/def2-TZVPD) of a cluster of 2 separate species, C4H12 in total in a non-equilibrium geometry.

Last column: Löwdin charge in e.
Atoms and positions in Å:
1 H -1.423320 -2.040765 -1.259090  0.067
2 C 1.788149 -0.035675 1.032601  -0.153
3 C -1.037471 -1.022999 -1.134274  -0.175
4 H 0.907728 1.108934 -0.670088  0.058
5 H -2.850274 0.219939 -0.820042  0.065
6 H 0.315140 1.563128 0.962492  0.055
7 H 2.827115 -0.255223 0.792698  0.064
8 H 1.887247 2.022626 0.400984  0.064
9 C -1.930462 -0.124161 -0.336913  -0.173
10 H 1.172555 -0.869717 0.701154  0.031
11 H -1.424987 0.760739 0.043183  0.032
12 C 1.157928 1.196142 0.384149  -0.175
13 H -0.575349 -0.661375 -2.046130  0.069
14 H -0.229622 -1.377879 -0.481603  0.036
15 H -2.297325 -0.554363 0.604972  0.074
16 H 1.761972 -0.010323 2.115454  0.062

Cartesian forces (eV/Å) of the 6 atoms listed first:
-0.81 0.37 -0.78
-0.65 -0.41 -0.37
0.83 -1.85 1.06
-0.23 -0.44 0.06
0.25 -0.09 -0.36
-0.22 -0.16 -0.13

Calculated values
energy relative to the best compared isomer or geometry (same formula, charge and spin) = 0.467 eV
charge = 0
lowest unoccupied orbital energy = 1.23 eV
maximum force = 0.04449 Eh/bohr
orbital gap = 12.384 eV

4.
The following is a DFT calculation (ωB97M-V/def2-TZVPD) of a cluster of 2 separate species, C4H12 in total in a non-equilibrium geometry.

Last column: Löwdin charge in e.
Atoms and positions in Å:
1 H -0.567105 0.984602 -1.627877  0.052
2 H 0.807814 1.475303 0.485111  0.051
3 H -1.178217 0.110418 -3.059801  0.059
4 H 0.623098 -0.951666 1.021681  0.031
5 C -1.215329 -1.033782 -1.143373  -0.155
6 H 0.344429 -0.299981 -2.427939  0.062
7 C -0.658113 0.014682 -2.107828  -0.167
8 H -0.375952 -0.088721 2.080123  0.073
9 C 0.679890 -0.231834 1.825913  -0.164
10 H 1.007871 1.899433 2.128909  0.060
11 H -1.585577 -1.959942 -1.568873  0.064
12 H 2.318170 1.265077 1.275546  0.064
13 H -0.533452 -1.164038 -0.318037  0.014
14 H 1.187166 -0.576729 2.721760  0.065
15 H -2.099571 -0.550610 -0.707078  0.067
16 C 1.244881 1.107791 1.421765  -0.175

Cartesian forces (eV/Å) of the 6 atoms listed first:
-0.07 0.08 -0.01
-0.08 -0.22 0.02
-0.50 0.08 0.23
0.77 -0.29 0.09
-1.21 1.52 0.10
0.04 0.24 0.17

Calculated values
energy relative to the best compared isomer or geometry (same formula, charge and spin) = 0.374 eV
charge = 0
lowest unoccupied orbital energy = 1.19 eV
maximum force = 0.03790 Eh/bohr
orbital gap = 12.665 eV

Listing E_HOMO for the structures above in their given order: -11.141, -11.058, -11.151, -11.478 eV.